[1]
ORCA calculation (wB97M-V/def2-TZVPD) on a structure of composition C20H34BrInN8O2 at a distorted geometry.

## Properties
Total charge   +2
Energy above the lowest of the compared OMol25 structures with the same formula, charge and spin   3.88 kcal per mole
Total energy   -4134.7673 hartree

Geometry (Å):
In 0.847 -0.216 -0.477
Br -0.297 -5.241 4.179
O 2.078 0.600 -2.094
O 2.363 -1.460 -1.461
N 0.727 1.624 0.779
N 2.683 1.518 2.021
N -3.523 0.555 -1.155
N 1.093 2.798 2.859
N -1.121 0.452 -1.109
N 0.482 -0.899 -3.820
N -2.523 -1.393 -1.418
N 0.493 -1.910 1.041
C -3.914 -1.696 -1.700
C 1.255 -3.001 1.062
C -1.543 -2.424 -1.624
C -0.875 1.876 -1.013
C -3.881 1.855 -0.635
C 1.702 -1.526 -4.344
C -0.787 -2.762 2.849
C -0.507 -1.794 1.911
C 3.244 1.955 3.285
C 2.494 -0.555 -2.319
C 3.453 0.760 1.077
C 1.440 1.994 1.826
C 0.025 3.764 2.985
C 0.019 -3.903 2.894
C 2.957 -0.890 -3.706
C 1.058 -4.021 1.972
C 2.223 2.987 3.763
C -2.327 -0.075 -1.203
C -0.532 2.248 0.431
C -4.619 -0.371 -1.415
H -0.001 4.093 4.022
H 3.230 0.029 -4.221
H 1.792 -1.427 -5.434
H -4.023 -2.007 -2.745
H -0.462 3.333 0.495
H 1.674 -2.586 -4.084
H 2.600 4.014 3.688
H -1.335 1.888 1.090
H -1.605 -2.647 3.540
H 3.328 1.105 3.971
H 3.788 -1.592 -3.701
H -5.270 -0.438 -0.536
H 1.901 2.819 4.793
H -3.234 2.150 0.188
H 1.698 -4.889 1.980
H -4.898 1.792 -0.249
H -1.798 -2.998 -2.519
H 2.037 -3.054 0.313
H -3.867 2.628 -1.407
H 3.302 1.162 0.069
H -0.552 -1.984 -1.765
H 0.001 2.105 -1.635
H 4.509 0.852 1.332
H 4.233 2.392 3.138
H -0.327 -1.293 -4.296
H -1.712 2.467 -1.375
H 0.501 0.095 -4.047
H 0.203 4.642 2.360
H -1.101 -0.890 1.836
H -5.222 -0.013 -2.254
H -4.280 -2.505 -1.061
H 3.186 -0.311 1.087
H -1.541 -3.114 -0.772
H -0.944 3.333 2.755

Force components x, y, z for each atom (eV/Å):
-0.28 0.12 0.65
0.09 0.31 -0.33
-0.62 1.06 0.63
-0.63 -0.80 1.20
0.32 -0.89 -0.41
0.01 0.24 0.07
0.15 -0.22 -0.15
0.19 -0.25 -0.01
0.61 -0.58 0.40
-0.15 0.12 -0.21
-0.14 0.08 0.03
0.24 0.81 -0.76
-0.32 -0.11 -0.03
0.32 -0.39 -0.09
0.25 -0.07 0.21
-0.17 0.48 0.19
0.06 0.39 0.05
0.17 -0.15 -0.35
0.11 -0.28 0.11
-0.38 0.04 0.32
0.14 -0.07 0.38
1.19 -0.19 -1.76
-0.21 -0.20 -0.39
-0.09 -0.11 0.14
-0.35 0.18 -0.16
-0.01 0.12 -0.07
-0.14 0.04 0.22
-0.19 -0.05 0.28
0.21 0.11 0.18
-0.02 -0.07 -0.07
-0.30 0.42 -0.13
-0.30 -0.13 -0.05
0.00 -0.05 -0.02
0.06 -0.05 0.03
0.01 -0.16 0.19
0.02 0.01 0.11
-0.06 0.01 0.04
-0.02 0.08 -0.08
-0.01 -0.10 -0.03
0.00 0.18 -0.09
-0.09 0.08 0.05
0.05 0.15 -0.01
-0.04 0.04 -0.04
0.10 0.05 -0.08
0.07 0.01 -0.11
-0.05 0.02 0.00
0.08 -0.04 -0.09
0.03 -0.01 0.01
0.11 0.08 0.00
0.02 -0.03 0.06
-0.02 -0.03 0.05
0.14 -0.07 0.10
-0.18 -0.24 -0.17
-0.21 0.12 -0.01
-0.11 -0.09 -0.06
-0.06 -0.08 0.02
0.15 0.10 0.06
0.13 0.04 -0.07
-0.14 -0.17 0.00
-0.06 0.02 0.04
-0.05 0.00 0.10
0.05 -0.12 0.07
0.06 0.06 -0.09
0.19 0.12 0.03
0.10 0.04 -0.12
0.01 0.04 0.01

---

[2]
ORCA calculation (wB97M-V/def2-TZVPD) on a structure of composition C20H34ClMnO3P at a distorted geometry.

## Properties
Multiplicity   4
Total charge   +2
⟨S²⟩   3.99
Energy above the lowest of the compared OMol25 structures with the same formula, charge and spin   0.00 kcal per mole
Total energy   -2960.1040 hartree

Geometry (Å):
Mn -0.126 -0.938 -0.098
Cl 0.150 -0.130 -4.913
P 1.387 1.247 3.446
O 1.076 1.837 4.922
O 1.184 -0.372 3.574
O -0.004 1.705 2.597
C 0.727 -1.422 4.507
C -1.903 -1.512 -1.017
C -1.933 -0.071 -0.924
C -1.270 3.708 2.096
C 1.606 0.702 -7.065
C 0.001 -1.203 -7.411
C -1.771 -0.918 1.248
C 0.226 0.138 -6.703
C 0.705 -2.858 0.051
C -1.832 -2.038 0.338
C 1.927 -2.235 4.910
C -0.869 1.136 -7.104
C 0.906 -2.340 -1.284
C -0.014 1.599 5.865
C 1.369 -1.974 0.975
C 1.724 -1.152 -1.180
C 2.004 -0.925 0.217
C 0.022 2.966 1.860
C -1.381 1.394 5.283
C -1.849 0.287 0.466
H 2.122 -0.582 -2.025
H -1.900 -3.081 0.646
H -1.762 -0.969 2.338
H -1.921 1.290 0.878
H 0.557 -2.806 -2.211
H -0.843 1.307 -8.187
H -0.981 -1.619 -7.160
H -0.004 -2.020 3.951
H -1.470 0.461 4.719
H -2.039 0.629 -1.755
H -1.862 0.754 -6.846
H -2.116 3.233 1.589
H -1.194 4.727 1.706
H 1.646 -3.114 5.504
H 2.588 -1.619 5.527
H 0.043 -1.068 -8.499
H 1.781 1.662 -6.568
H 1.474 -2.139 2.046
H 0.224 -3.797 0.323
H -0.004 2.496 6.490
H -0.723 2.100 -6.606
H 0.283 0.749 6.488
H 2.493 -2.567 4.033
H 2.675 -0.177 0.648
H -2.083 1.320 6.120
H -1.690 2.237 4.664
H 2.402 0.007 -6.777
H -1.971 -2.092 -1.939
H 0.223 -0.969 5.370
H 1.674 0.864 -8.147
H -1.481 3.775 3.167
H 0.878 3.575 2.192
H 0.771 -1.929 -7.131
H 0.152 2.726 0.797

Force components x, y, z for each atom (eV/Å):
0.37 1.43 0.25
-0.03 -0.08 0.59
-0.45 0.61 0.90
-0.14 -0.47 -0.64
-0.48 -0.39 -0.25
0.14 -0.59 -0.19
-0.02 0.93 -0.26
-0.82 0.37 0.38
-0.27 -0.53 0.50
-0.06 0.20 0.03
0.04 -0.03 0.37
-0.02 -0.10 0.34
-0.82 0.08 -0.72
0.08 0.25 -1.82
1.05 -0.11 -0.11
-1.04 0.42 0.10
0.25 -0.03 0.31
-0.06 -0.01 0.37
0.80 -0.08 0.14
0.68 0.27 0.16
0.84 -0.42 -0.71
0.22 -0.64 0.44
0.18 -0.87 -0.18
0.39 -0.32 0.49
-0.47 -0.01 0.02
-0.44 -0.59 -0.12
-0.39 -0.05 0.32
0.06 0.40 -0.24
0.28 0.05 -0.37
0.36 -0.22 -0.10
0.10 0.33 0.39
0.10 -0.13 0.21
0.14 0.06 -0.04
-0.03 0.03 0.06
0.06 0.12 -0.11
0.24 -0.29 0.22
0.15 0.05 -0.04
-0.01 0.03 0.17
0.00 -0.11 0.00
-0.05 0.19 -0.18
0.00 -0.13 -0.13
0.01 0.10 0.24
-0.03 -0.15 -0.07
-0.26 0.35 -0.26
0.10 0.37 -0.19
-0.01 -0.21 -0.03
-0.02 -0.15 -0.07
-0.01 0.18 -0.01
-0.07 -0.01 0.14
-0.49 0.00 -0.19
0.08 0.03 -0.08
0.04 -0.20 0.03
-0.12 0.10 -0.04
0.05 0.21 0.38
0.14 -0.16 -0.31
-0.15 -0.08 0.21
0.00 0.01 -0.21
-0.21 -0.23 -0.16
-0.11 0.11 -0.04
0.11 0.12 0.07

---

[3]
ORCA calculation (wB97M-V/def2-TZVPD) on a structure of composition C20H34CrO10 at a distorted geometry.

## Properties
Multiplicity   6
Total charge   +1
⟨S²⟩   8.94
Total energy   -2578.8819 hartree

Geometry (Å):
Cr -2.589 0.413 -2.057
O 2.460 -3.422 -0.493
O -3.137 -2.749 4.772
O 0.014 3.925 3.211
O 0.152 4.622 1.013
O 4.618 -3.798 -1.168
O 3.530 2.812 -2.834
O -4.362 0.115 -0.734
O -0.725 0.225 -1.047
O -3.429 -5.046 4.650
O 3.998 0.648 -2.790
C 1.688 2.833 -4.207
C 0.905 4.320 -0.116
C -2.122 -1.902 4.251
C 2.267 3.869 0.372
C -1.775 -2.536 2.878
C -2.851 -4.029 4.259
C -5.812 -1.702 -0.743
C -3.321 -2.086 -0.775
C 1.827 -2.300 0.040
C 3.751 -3.060 -0.763
C 2.076 3.441 1.876
C -0.522 0.336 0.379
C 2.518 -1.038 -0.552
C 1.955 1.422 -3.772
C -1.836 -3.980 3.157
C -4.484 -1.206 -0.254
C 3.895 -1.584 -0.594
C 2.508 3.682 -3.213
C 3.291 1.550 -3.125
C 0.670 4.049 2.184
H -2.303 -0.828 4.211
H 2.046 -0.858 -1.518
H 1.831 3.963 -2.405
H 0.751 -2.398 -0.101
H 1.431 1.092 -2.875
H -3.609 -3.075 -0.419
H -2.362 -1.823 -0.328
H -1.361 0.622 1.014
H -3.275 -2.140 -1.863
H -5.903 -2.744 -0.438
H -0.856 -4.178 3.592
H 2.613 4.027 2.622
H 2.543 3.101 -0.352
H 2.070 2.352 1.833
H 0.669 3.203 -4.091
H -4.436 -1.354 0.825
H -2.073 -4.621 2.308
H 4.253 -1.335 0.405
H 1.913 0.719 -4.604
H 4.466 -1.135 -1.407
H 1.984 3.007 -5.241
H -1.313 -2.011 4.973
H 3.001 4.663 0.233
H 0.297 1.030 0.567
H 0.549 3.450 -0.667
H 2.880 4.607 -3.654
H -2.546 -2.280 2.151
H 0.983 5.146 -0.824
H 2.431 -0.117 0.024
H -0.823 -2.234 2.441
H 1.960 -2.122 1.107
H -6.022 -1.744 -1.812
H -6.636 -1.152 -0.287
H -0.314 -0.658 0.776

Force components x, y, z for each atom (eV/Å):
2.47 -0.37 2.08
0.76 -0.43 0.15
-0.02 -1.38 -0.94
1.67 0.85 -2.61
-0.78 0.12 1.72
-1.54 0.36 0.73
1.62 1.30 1.28
0.29 -0.38 0.60
-3.13 0.67 -0.44
1.47 3.14 -0.83
0.46 0.01 0.07
-0.93 1.46 0.08
0.98 -0.48 -0.17
1.42 -0.19 -0.38
1.04 0.52 0.26
-0.07 1.80 -0.45
-2.76 -2.76 1.60
-2.01 -0.55 -0.07
-0.93 -0.01 0.71
-1.17 2.09 0.94
1.70 -0.71 -1.18
-1.64 1.65 -1.95
-0.01 -0.75 -0.68
-2.10 -0.78 -0.84
0.02 0.19 -0.28
0.49 0.02 0.62
2.32 -0.36 -1.64
0.47 1.06 -0.14
-1.22 -0.08 -1.41
0.30 -1.51 -0.34
-1.73 -1.81 0.40
-0.93 -0.24 0.04
0.40 0.13 -0.32
0.46 -0.19 0.42
0.05 0.04 -0.41
-0.99 -0.17 -0.30
0.50 -0.30 -0.21
0.04 0.07 -0.09
-0.54 0.64 -0.51
0.01 0.03 -0.26
0.09 -0.01 0.29
-0.02 -0.90 0.02
1.08 -0.96 -0.19
0.60 -0.43 0.69
0.10 0.16 1.25
-0.28 -0.40 -0.34
-0.47 1.08 0.42
0.08 -0.14 0.39
0.95 -0.31 -0.13
0.10 -0.25 0.49
0.42 -0.24 0.45
0.12 -0.10 0.07
0.57 0.11 -0.27
0.05 0.02 0.32
0.01 -0.06 0.02
-1.06 0.01 0.04
0.36 -0.22 0.07
-0.25 0.34 -0.04
-0.33 0.26 0.35
-0.15 -0.25 0.24
0.06 0.22 0.24
0.21 -1.02 0.55
0.64 0.44 -0.17
0.10 0.02 0.06
0.58 -0.06 -0.09